Entry 1:
This record from OMol25 describes an isolated molecule of C5H10NP. The level of theory is wB97M-V/def2-TZVPD.

```
17
Properties=species:S:1:pos:R:3:forces:R:3
C 0.68221 -1.51841 -0.43782 -0.88 1.96 -0.11
C 1.24114 -0.40814 -0.97950 0.95 0.37 0.83
C -0.67085 -1.39689 0.30935 2.87 0.52 2.06
C 0.86003 1.03455 -0.60392 -2.53 -3.21 -1.15
C 1.45906 1.68119 0.52781 1.32 -1.59 1.56
N -1.04595 -0.05104 0.26082 1.04 1.82 0.81
P -2.57595 0.40548 -0.16696 0.23 0.10 -1.66
H 1.02120 -2.51199 -0.60578 0.57 -0.58 -0.30
H 2.20058 -0.49350 -1.55586 -0.93 -0.11 0.47
H -1.31933 -2.03499 -0.20143 -1.35 -1.44 -0.69
H -0.56118 -1.69965 1.44210 -0.08 -0.02 -2.03
H 0.13107 1.52908 -1.23062 0.35 0.22 -0.27
H 1.24038 0.97894 1.35365 -0.38 0.65 0.26
H 1.28086 2.68968 0.76021 -1.10 1.19 0.10
H 2.53729 1.62936 0.59782 0.73 -0.26 -0.72
H -2.62724 -0.09622 -1.55927 -0.35 0.10 0.60
H -2.14676 1.65702 -0.67752 -0.46 0.26 0.24
```
Positions in Å, forces in eV/Å.

Computed properties:
HOMO (alpha / beta), eV: -7.1475 / -7.8323
Frontier orbital gap (alpha / beta), eV: 6.73 / 8.23
Net charge: 0
ΔE to the lowest compared entry with this formula, charge and spin, eV: 3.718
Energy, eV: -16121.191
2S+1: 1


Entry 2:
This record from OMol25 describes a structure of composition C6H16AgBrO2. The level of theory is wB97M-V/def2-TZVPD.

```
26
Properties=species:S:1:pos:R:3:forces:R:3
Ag 0.98912 2.57883 -4.36918 -0.07 -0.41 0.31
Br 0.72783 0.38922 -2.66482 -0.07 0.48 -0.49
C -3.61992 0.16247 0.24666 -1.59 -0.07 -1.04
C -2.49713 -0.21317 -0.63173 1.75 -2.31 1.58
C -2.24150 -1.72789 -0.66917 0.45 -0.34 0.73
O -2.66235 0.06451 -1.97153 -0.42 1.75 -1.68
H -3.78128 1.22872 0.08802 -0.48 -0.03 0.43
H -3.62889 -0.13716 1.29462 0.81 0.24 -0.12
H -4.41776 -0.44017 -0.18737 -0.79 0.52 0.07
H -1.61043 0.30857 -0.27168 0.51 -0.06 0.18
H -1.97964 -2.08298 0.32754 0.12 -0.34 -0.16
H -1.46115 -1.96645 -1.39183 0.82 0.14 0.31
H -3.02260 -2.34393 -1.11467 -0.76 0.48 0.50
H -1.88632 -0.37311 -2.32912 -0.24 0.02 -0.79
C 2.41427 0.32706 2.51909 -0.01 -0.22 0.99
C 2.21525 0.43363 1.04533 0.01 1.60 -0.83
C 3.53356 0.60022 0.24234 0.03 -0.86 -1.14
O 1.34925 -0.60921 0.59626 0.52 -0.84 0.17
H 1.49757 0.08257 3.05573 -0.09 -0.53 -0.32
H 2.66433 1.26843 3.00837 0.52 0.19 -0.49
H 3.19629 -0.40164 2.73248 -0.12 -0.07 0.25
H 1.66205 1.34714 0.82726 -0.07 0.42 0.28
H 4.02740 -0.33100 -0.03524 -0.26 -0.52 0.44
H 4.37173 1.20445 0.58945 -0.57 0.30 0.81
H 3.30312 1.00626 -0.74261 -0.23 0.27 -0.16
H 0.85713 -0.37537 -0.19414 0.25 0.21 0.14
```
Positions in Å, forces in eV/Å.

Computed properties:
HOMO (alpha / beta), eV: -12.9752 / -12.9254
Frontier orbital gap (alpha / beta), eV: 6.38 / 3.79
Net charge: +1
<S²>: 0.754
Energy, eV: -84607.385
2S+1: 2


Summary of maximum force in eV Å⁻¹
4.24, 3.30
(order as listed above)